Here is a structure of composition C6H14NO from OMol25. Energies are from ωB97M-V/def2-TZVPD.

Calculated values
- Total charge: -1
- M: 116.2 Da
- Energy relative to the best compared isomer or geometry (same formula, charge and spin): 97.4 kcal/mol
- Frontier orbital gap: 5.357 eV
- F_max: 1.999 eV/Å

Structure (XYZ):
```
22
Properties=species:S:1:pos:R:3:mulliken_charge:R:1
O -0.317 2.708 2.586 -0.882
N 1.057 -0.671 -2.530 -0.691
C 0.558 -1.602 -1.817 0.454
C -0.324 -2.748 -2.308 -1.158
C 0.897 0.931 0.727 -0.354
C 0.007 1.577 -0.324 -1.411
C -0.883 1.474 2.480 -0.699
C 0.101 0.417 1.934 -0.491
H -1.813 1.477 1.857 0.188
H 0.562 1.852 -1.228 0.385
H 0.128 -3.685 -1.970 0.334
H -0.434 -0.512 1.659 0.223
H -1.201 1.074 3.482 0.356
H 0.827 0.155 2.713 0.354
H 1.529 0.169 0.259 0.363
H -0.419 -2.776 -3.392 0.369
H 1.527 1.716 1.152 0.333
H -1.305 -2.660 -1.832 0.305
H -0.766 0.900 -0.714 0.197
H -0.062 -0.514 -2.120 0.115
H -0.464 2.453 0.122 0.465
H 0.793 -1.737 -0.737 0.246
```

Here is a structure of composition C22H57BrN3O11V from OMol25. Energies are from ωB97M-V/def2-TZVPD.

Calculated values
- Total charge: -2
- M: 670.6 Da
- Frontier orbital gap: 2.957 eV
- F_max: 4.710 eV/Å

Structure (XYZ):
```
95
Properties=species:S:1:pos:R:3:mulliken_charge:R:1
Br -26.336 14.391 11.834 -0.944
V -22.782 16.316 10.209 1.568
O -18.529 17.056 15.901 -0.729
O -18.726 22.880 8.289 -0.530
O -25.286 17.207 6.635 -0.460
O -22.801 13.917 17.267 -0.233
O -22.027 15.263 9.266 -0.823
O -22.377 17.849 9.812 -0.863
O -20.496 16.276 13.716 -0.524
O -18.953 8.556 10.780 -0.306
O -23.752 18.082 16.553 -0.259
O -26.052 21.631 10.589 -0.216
O -18.251 4.371 13.304 -0.370
N -23.855 23.323 9.397 -0.602
N -24.843 15.637 16.602 -0.147
N -19.187 7.111 13.259 -0.337
C -27.281 21.093 10.240 -0.849
C -25.119 14.406 17.306 -0.813
C -26.379 18.941 5.352 -0.810
C -18.205 17.134 14.507 -0.303
C -18.647 5.010 14.488 -0.526
C -24.079 13.314 16.928 -0.617
C -18.467 9.673 10.028 -0.716
C -24.723 23.642 10.546 0.486
C -25.680 16.791 17.069 -0.839
C -25.155 18.049 5.538 -0.356
C -19.189 3.487 12.598 -0.597
C -23.275 19.036 15.645 -0.777
C -19.651 6.123 14.267 -0.659
C -25.174 18.122 16.511 -0.548
C -18.427 21.520 8.591 -0.296
C -20.276 7.846 12.674 -0.668
C -26.123 23.006 10.562 -0.866
C -18.656 20.592 7.372 -0.891
C -19.760 9.044 11.858 -0.596
C -24.652 25.182 10.763 -1.470
C -19.079 16.217 13.575 -0.286
C -21.664 13.119 17.141 -0.751
H -24.143 13.117 15.858 0.354
H -21.031 8.200 13.377 0.472
H -25.217 25.428 11.662 0.386
H -27.830 21.536 9.409 0.326
H -19.677 6.659 15.216 0.349
H -18.381 18.143 14.134 0.173
H -24.119 23.843 8.573 0.236
H -19.075 9.663 12.438 0.383
H -17.630 9.243 9.478 0.224
H -19.434 2.637 13.235 0.269
H -23.783 19.970 15.885 0.355
H -27.153 20.023 10.080 0.298
H -26.075 14.024 16.947 0.373
H -26.505 19.785 6.030 0.202
H -24.934 17.458 4.649 0.262
H -26.265 19.395 4.368 0.308
H -20.858 13.838 17.289 0.252
H -19.589 20.753 6.831 0.306
H -28.022 21.325 11.005 0.331
H -17.736 5.359 14.973 0.331
H -25.609 18.878 17.165 0.324
H -23.539 18.808 14.612 0.283
H -18.637 6.630 12.562 0.281
H -19.087 21.248 9.415 0.289
H -20.067 4.081 12.343 0.259
H -20.617 9.583 11.454 0.380
H -24.999 25.778 9.919 0.342
H -26.614 23.325 11.481 0.340
H -18.818 16.358 12.526 0.246
H -20.781 7.225 11.934 0.294
H -24.178 18.524 5.620 0.312
H -19.147 4.308 15.155 0.344
H -18.695 15.209 13.729 0.221
H -25.094 15.472 15.637 0.210
H -19.152 10.072 9.280 0.276
H -24.217 12.377 17.467 0.385
H -26.723 16.638 16.792 0.381
H -20.639 5.759 13.985 0.369
H -25.783 16.802 18.154 0.435
H -22.203 19.215 15.722 0.252
H -18.786 19.556 7.684 0.310
H -27.281 18.330 5.347 0.269
H -18.711 3.085 11.704 0.219
H -25.266 14.535 18.379 0.456
H -24.264 23.231 11.445 0.232
H -21.603 12.643 16.163 0.272
H -25.924 16.524 6.416 0.273
H -17.138 16.939 14.393 0.265
H -26.724 23.499 9.798 0.375
H -24.013 22.347 9.189 0.284
H -19.677 22.946 8.179 0.301
H -17.408 21.376 8.949 0.273
H -21.710 12.341 17.904 0.284
H -25.585 18.231 15.507 0.372
H -17.775 20.781 6.759 0.235
H -18.131 10.453 10.711 0.325
H -23.604 25.480 10.803 0.369
```

> Look up the total charge of the first one.

-1